# C6H11N4

A gas-phase ion, C6H11N4 (charge +1) in a non-equilibrium geometry (ωB97M-V/def2-TZVPD, the OMol25 dataset).

ORCA input file:
```
! RIJCOSX wB97M-V def2-TZVPD def2/J DEFGRID3
* xyz 1 1
C 0.46989 -1.37283 0.32145
C -0.88719 -0.78856 0.50605
C 0.51932 1.58913 -1.65030
C -1.08783 0.48614 -0.34778
C 0.47496 -2.84188 0.65094
C 0.44913 1.88693 0.98540
N 1.43021 -0.68866 -0.04010
N -0.41447 0.82980 -2.40106
N -1.27051 0.28904 -1.73780
N 0.14526 1.27596 -0.26717
H -1.86052 -1.38192 0.25410
H -1.09089 -0.65537 1.59011
H 1.54068 1.31152 -2.10334
H 0.41695 2.67294 -1.76233
H -1.86729 1.17885 -0.01318
H -0.20146 -3.23218 1.38390
H 1.34340 -3.33572 0.95212
H 0.14366 -3.53690 -0.23821
H 1.43396 2.11242 0.96726
H 0.04450 2.91790 1.14470
H 0.26826 1.28343 1.80524
*
```

**Calculated total energy**: -12348.478 eV
**Kohn-Sham gap (alpha / beta)**: 7.21 / 7.21 eV
**Energy relative to the best compared isomer or geometry (same formula, charge and spin)**: 577.7 kJ/mol
**LUMO level (alpha / beta)**: -6.82 / -6.81 eV

Here are the Löwdin charges for atoms 1 to 8, given in e: atom 1 (C): -0.3730, atom 2 (C): -0.0654, atom 3 (C): -0.1422, atom 4 (C): -0.3030, atom 5 (C): -0.0013, atom 6 (C): -0.0177, atom 7 (N): 0.3948, atom 8 (N): 0.0684